{
  "formula": "C20H22N4O4S",
  "method": "ωB97M-V/def2-TZVPD",
  "symbols": ["O", "C", "N", "N", "C", "C", "C", "C", "C", "C", "C", "H", "H", "H", "H", "H", "H", "H", "C", "N", "C", "O", "C", "C", "C", "C", "C", "C", "H", "H", "S", "O", "O", "N", "C", "H", "C", "H", "H", "C", "H", "H", "C", "H", "H", "H", "H", "H", "H", "H", "H"],
  "xyz": [[-2.139, -0.170, -0.480], [-2.507, 0.946, -0.205], [-3.806, 1.320, -0.051], [-4.813, 0.443, -0.202], [-6.012, 0.835, -0.056], [-7.127, -0.073, -0.213], [-6.915, -1.417, -0.531], [-7.988, -2.272, -0.679], [-9.283, -1.803, -0.513], [-9.503, -0.472, -0.197], [-8.433, 0.390, -0.047], [-8.605, 1.429, 0.200], [-10.510, -0.106, -0.067], [-10.121, -2.474, -0.630], [-7.820, -3.310, -0.926], [-5.901, -1.761, -0.656], [-6.249, 1.879, 0.194], [-4.024, 2.294, 0.182], [-1.527, 2.097, 0.006], [-0.201, 1.589, -0.221], [0.899, 2.359, -0.086], [0.834, 3.527, 0.249], [2.200, 1.675, -0.365], [3.342, 2.209, 0.229], [4.580, 1.632, 0.010], [4.671, 0.525, -0.812], [3.555, 0.006, -1.440], [2.314, 0.579, -1.218], [1.451, 0.185, -1.732], [3.677, -0.827, -2.114], [6.272, -0.255, -1.078], [6.219, -0.957, -2.325], [7.288, 0.732, -0.868], [6.471, -1.408, 0.111], [6.545, -0.922, 1.471], [6.896, 0.108, 1.458], [5.136, -1.102, 2.068], [5.195, -1.443, 3.100], [4.588, -0.160, 2.054], [4.456, -2.142, 1.159], [3.574, -1.716, 0.680], [4.146, -3.025, 1.714], [5.525, -2.500, 0.110], [5.135, -2.627, -0.898], [6.058, -3.412, 0.397], [7.274, -1.534, 2.010], [5.479, 2.039, 0.446], [3.234, 3.082, 0.855], [-0.166, 0.599, -0.428], [-1.617, 2.492, 1.026], [-1.742, 2.917, -0.690]],
  "forces_ev_per_a": [[0.0287, -0.1805, -0.0450], [0.2381, 0.1941, 0.0224], [-0.2716, 1.0026, 0.2455], [-0.2906, -0.6912, -0.1421], [0.6370, 0.7161, 0.1349], [-0.5996, -0.5200, -0.0916], [-0.0161, 0.1821, 0.0431], [0.0089, -0.0413, -0.0096], [-0.0716, 0.0514, 0.0149], [-0.1451, -0.0980, -0.0159], [0.3397, -0.0002, -0.0151], [-0.0038, 0.1056, 0.0242], [-0.0705, 0.0259, 0.0094], [-0.0639, -0.0524, -0.0089], [0.0263, -0.0777, -0.0191], [0.0990, -0.0851, -0.0245], [0.0575, -0.0577, -0.0160], [0.1534, -0.3869, -0.0994], [0.2268, 0.1364, 0.0125], [-0.3030, -0.3742, -0.1048], [-0.2270, -0.1618, -0.0263], [0.0490, 0.2390, 0.0957], [0.3580, 0.0063, -0.0488], [-0.1228, -0.0452, -0.0183], [0.0266, 0.1220, 0.0608], [0.5647, -0.2826, -0.1698], [-0.0316, -0.1266, -0.1285], [0.0465, 0.0944, 0.1464], [-0.0723, -0.0365, -0.0551], [-0.0590, -0.0875, -0.1056], [0.2939, -0.1914, -0.0261], [-0.3462, -0.1006, 0.0874], [-0.2005, 0.1403, 0.2885], [0.1318, 0.7484, -0.9610], [0.0896, 0.3406, 0.5873], [0.0878, -0.0301, 0.1977], [0.0359, 0.0050, 0.0916], [-0.0210, 0.0554, 0.0401], [0.0149, -0.0454, 0.0614], [-0.0280, -0.0948, 0.0065], [0.0021, -0.0574, 0.0442], [-0.0673, -0.0150, -0.0209], [-0.4547, -0.4923, -0.1316], [-0.0306, -0.2115, 0.0383], [-0.0367, 0.0521, -0.0837], [-0.0136, 0.0924, -0.0490], [0.0687, 0.1051, 0.0880], [0.0047, 0.0682, 0.0274], [0.0915, 0.1214, 0.0532], [-0.0676, -0.0017, -0.1338], [-0.0667, -0.0590, 0.1290]],
  "relative_energy_kj_mol": 209.2,
  "multiplicity": 1,
  "smiles": "O=C(CNC(=O)c1ccc(S(=O)(=O)N2CCCC2)cc1)N/N=C/c1ccccc1",
  "energy_ha": -1693.4964,
  "lumo_energy_ev": 0.02,
  "fmax_ev_per_a": 1.2,
  "e_homo_ev": -8.91
}

***

{
  "formula": "C20H22N4OS3Tl",
  "method": "ωB97M-V/def2-TZVPD",
  "symbols": ["Tl", "C", "C", "N", "N", "C", "S", "S", "C", "C", "C", "C", "C", "C", "C", "C", "C", "C", "C", "C", "C", "O", "H", "H", "H", "H", "H", "H", "H", "H", "H", "H", "H", "H", "H", "H", "C", "N", "C", "C", "N", "C", "S", "H", "H", "H", "H", "H", "H", "H", "H"],
  "xyz": [[1.121, 1.151, 0.367], [-1.387, -4.518, -1.297], [-0.320, -3.512, -1.082], [-0.577, -2.234, -0.905], [-1.799, -1.707, -0.816], [-2.121, -0.467, -1.072], [-1.195, 0.931, -1.344], [-3.909, -0.338, -1.016], [-4.252, 0.795, -2.410], [-4.546, 0.082, -3.704], [-5.754, 0.294, -4.354], [-6.027, -0.332, -5.565], [-5.091, -1.180, -6.134], [-3.880, -1.403, -5.486], [-3.612, -0.777, -4.279], [1.090, -3.680, -1.082], [1.938, -4.783, -1.226], [3.292, -4.549, -1.166], [3.795, -3.246, -0.979], [2.968, -2.149, -0.846], [1.609, -2.414, -0.898], [0.612, -1.495, -0.784], [-2.368, -4.062, -1.214], [-1.289, -5.324, -0.568], [-1.270, -4.952, -2.292], [-3.389, 1.454, -2.491], [-5.104, 1.392, -2.092], [-6.491, 0.957, -3.912], [-6.974, -0.158, -6.059], [-5.299, -1.662, -7.081], [-3.146, -2.067, -5.926], [-2.664, -0.952, -3.780], [1.542, -5.777, -1.385], [3.984, -5.373, -1.268], [4.867, -3.099, -0.941], [3.359, -1.149, -0.718], [-1.634, 2.879, 2.039], [-2.456, 1.719, 2.290], [-3.915, 1.788, 2.176], [-4.345, 0.377, 2.592], [-3.091, -0.362, 2.431], [-2.029, 0.458, 2.377], [-0.421, -0.086, 2.485], [-2.041, 3.733, 2.578], [-1.610, 3.113, 0.971], [-0.628, 2.688, 2.404], [-4.196, 2.015, 1.147], [-4.310, 2.559, 2.835], [-5.121, -0.024, 1.947], [-4.683, 0.345, 3.628], [-2.970, -1.321, 2.708]],
  "forces_ev_per_a": [[-0.1761, -0.0191, 0.0196], [0.0043, 0.0121, 0.0434], [-0.2789, -0.0281, -0.0904], [0.2738, 0.3121, 0.0701], [-0.3281, -0.2458, -0.1584], [0.1034, 0.0499, 0.2354], [0.1873, -0.0528, -0.1608], [0.0341, 0.0119, -0.0852], [0.0180, -0.0964, 0.1202], [0.0099, -0.0064, 0.0324], [-0.0417, -0.0140, -0.0257], [0.0011, 0.0073, 0.0331], [0.0535, 0.0209, 0.0268], [-0.0420, 0.0007, 0.0005], [0.0267, 0.0166, -0.0026], [-0.0648, -0.1502, 0.0176], [0.0377, -0.0560, -0.0379], [-0.0084, 0.0501, 0.0036], [0.0023, -0.0590, 0.0049], [0.0082, 0.0504, -0.0170], [0.1839, 0.1369, 0.0557], [-0.0672, -0.0422, 0.0409], [-0.0015, 0.0024, 0.0033], [0.0244, 0.0152, -0.0036], [0.0013, -0.0042, 0.0072], [-0.0212, 0.0583, 0.0087], [-0.0298, 0.0213, -0.0252], [0.0180, -0.0193, -0.0185], [0.0263, 0.0072, 0.0107], [0.0020, -0.0101, 0.0359], [-0.0100, 0.0329, 0.0057], [-0.0254, 0.0089, -0.0237], [0.0178, 0.0364, 0.0364], [-0.0001, 0.0330, -0.0020], [-0.0276, -0.0126, -0.0106], [0.0042, -0.0151, 0.0053], [-0.0587, -0.0232, -0.0233], [0.0618, 0.1213, -0.0162], [0.0775, -0.0456, 0.0146], [0.1277, -0.0383, -0.0685], [-0.0278, -0.0105, 0.0670], [-0.0524, -0.0132, -0.0119], [-0.0471, -0.0213, -0.0835], [-0.0043, -0.0017, 0.0060], [-0.0020, -0.0010, -0.0124], [0.0167, -0.0006, 0.0382], [0.0110, -0.0145, -0.0476], [-0.0050, 0.0212, -0.0028], [-0.0253, -0.0251, -0.0346], [0.0048, -0.0105, 0.0384], [0.0079, 0.0097, -0.0191]],
  "relative_energy_kj_mol": 0.0,
  "charge": 1,
  "multiplicity": 1,
  "energy_ha": -2436.3943,
  "lumo_energy_ev": -3.61,
  "fmax_ev_per_a": 0.4,
  "e_homo_ev": -10.83
}

***

{
  "formula": "C20H22NO",
  "method": "ωB97M-V/def2-TZVPD",
  "symbols": ["C", "N", "C", "C", "C", "C", "H", "H", "H", "H", "H", "H", "H", "H", "H", "H", "H", "C", "C", "C", "C", "C", "O", "C", "C", "C", "C", "C", "C", "C", "C", "C", "C", "H", "H", "H", "H", "H", "H", "H", "H", "H", "H", "H"],
  "xyz": [[2.228, -0.613, -0.315], [1.956, 0.728, -0.815], [2.462, 1.808, 0.104], [2.842, 2.984, -0.811], [2.833, 2.456, -2.254], [2.472, 0.955, -2.177], [1.766, -1.351, -0.990], [3.324, -0.801, -0.280], [1.817, -0.731, 0.701], [1.640, 2.054, 0.794], [3.327, 1.444, 0.705], [2.123, 3.794, -0.682], [3.825, 3.385, -0.537], [2.096, 2.992, -2.860], [3.809, 2.607, -2.737], [3.363, 0.325, -2.392], [1.673, 0.674, -2.883], [-2.726, -1.225, 5.121], [-1.956, -0.097, 4.812], [-1.467, 0.071, 3.522], [-1.695, -0.891, 2.504], [-1.286, -0.593, 1.142], [-1.540, -1.592, 0.244], [-1.503, -1.311, -1.119], [-0.958, -0.109, -1.614], [-0.862, 0.067, -3.023], [-1.085, -1.013, -3.859], [-1.612, -2.204, -3.336], [-1.912, -2.328, -1.979], [-0.450, 0.796, -0.655], [-0.807, 0.624, 0.686], [-2.421, -2.062, 2.856], [-2.953, -2.211, 4.139], [-3.131, -1.351, 6.125], [-1.709, 0.645, 5.579], [-0.859, 0.944, 3.290], [-0.571, 1.042, -3.420], [-0.871, -0.941, -4.922], [-1.813, -3.045, -3.998], [-2.423, -3.203, -1.572], [-0.157, 1.788, -0.989], [-0.721, 1.450, 1.391], [-2.544, -2.854, 2.117], [-3.522, -3.111, 4.389]],
  "forces_ev_per_a": [[0.1724, -0.0803, -0.0673], [0.4652, 0.1479, 0.6468], [-0.1136, -0.7030, -0.4731], [0.0568, 0.0842, 0.4351], [-0.0315, -0.1698, -0.3820], [0.1083, 0.1077, 0.0782], [0.1483, 0.1614, 0.2766], [-0.5008, -0.0172, 0.0405], [0.1042, 0.0077, -0.3506], [0.3614, -0.0078, -0.0172], [-0.4955, 0.1339, -0.3825], [0.0804, 0.0188, -0.0840], [-0.2718, -0.0997, -0.0444], [0.1262, -0.0371, 0.0956], [-0.3615, -0.1266, 0.1205], [-0.4818, 0.2176, 0.2234], [0.4174, 0.0301, 0.0319], [0.1189, -0.1437, -0.5432], [0.0052, -0.1898, -0.0621], [0.1508, -0.3034, -0.3474], [-0.5020, -0.0991, 1.3005], [-0.5056, -0.5303, -1.1081], [0.0133, 1.3532, -0.1808], [0.5562, -0.3139, 0.2171], [0.1301, -0.8527, -0.2116], [0.2024, -0.3949, 0.1933], [-0.1030, 0.4024, 0.2270], [-0.3144, -0.1468, 0.5618], [0.1348, -0.1071, -0.2656], [-0.7443, 1.3752, 0.0522], [0.4382, -0.1197, 0.3222], [0.2486, 0.3611, -0.1442], [0.3393, 0.3045, 0.1041], [0.1057, 0.0080, -0.2720], [-0.2328, -0.3229, -0.3398], [-0.1994, -0.1563, 0.2022], [0.1015, -0.3309, 0.1365], [-0.1762, 0.0618, 0.1551], [-0.0336, 0.2500, 0.1393], [0.3571, 0.1580, -0.1610], [-0.1253, -0.2389, 0.1000], [0.1447, -0.3565, -0.2983], [-0.1271, 0.2753, 0.2005], [0.2326, 0.3896, -0.1254]],
  "relative_energy_kj_mol": 154.0,
  "charge": 1,
  "multiplicity": 1,
  "energy_ha": -905.0477,
  "lumo_energy_ev": -4.54,
  "fmax_ev_per_a": 1.6,
  "e_homo_ev": -11.77
}

***

{
  "formula": "C20H22O6",
  "method": "ωB97M-V/def2-TZVPD",
  "symbols": ["C", "H", "O", "C", "C", "C", "C", "C", "C", "C", "C", "O", "C", "C", "O", "C", "C", "O", "H", "C", "H", "H", "H", "O", "C", "O", "C", "H", "C", "H", "C", "C", "H", "C", "H", "H", "H", "H", "H", "H", "H", "H", "H", "H", "H", "H", "H", "H"],
  "xyz": [[5.995, 1.551, 0.213], [6.202, 1.512, 1.289], [6.508, 0.418, -0.443], [5.969, -0.794, 0.032], [4.528, -0.975, -0.329], [3.600, -1.456, 0.500], [2.212, -1.653, 0.134], [1.280, -2.136, 0.996], [-0.092, -2.289, 0.610], [-1.065, -2.794, 1.421], [-2.435, -2.899, 1.003], [-3.290, -3.562, 1.546], [-2.792, -1.974, -0.205], [-1.734, -2.129, -1.293], [-1.970, -2.545, -2.399], [-0.359, -1.930, -0.769], [0.640, -1.493, -1.558], [1.902, -1.314, -1.147], [0.485, -1.223, -2.592], [-4.194, -2.230, -0.733], [-4.237, -3.232, -1.150], [-4.910, -2.149, 0.080], [-4.430, -1.511, -1.514], [-2.734, -0.658, 0.399], [-2.333, 0.353, -0.357], [-1.899, 0.223, -1.476], [-2.473, 1.669, 0.364], [-2.744, 1.472, 1.403], [-3.534, 2.555, -0.301], [-3.391, 2.530, -1.383], [-3.203, 3.939, 0.249], [-1.669, 3.987, 0.271], [-1.291, 4.505, -0.610], [-1.198, 2.520, 0.267], [-0.514, 2.304, 1.087], [-0.692, 2.285, -0.670], [-1.307, 4.519, 1.149], [-3.597, 4.031, 1.262], [-3.633, 4.735, -0.356], [-4.549, 2.236, -0.070], [-0.819, -3.177, 2.400], [1.570, -2.399, 2.000], [3.855, -1.739, 1.511], [4.266, -0.686, -1.337], [6.560, -1.576, -0.459], [6.107, -0.880, 1.121], [4.913, 1.649, 0.066], [6.499, 2.412, -0.222]],
  "forces_ev_per_a": [[-0.0622, 0.0928, 0.0500], [-0.0108, 0.0182, -0.0189], [0.0490, -0.1160, -0.1317], [0.1610, -0.2025, 0.0346], [-0.1187, 0.0442, 0.2698], [0.4085, 0.1991, -0.4021], [-0.6794, -0.3896, 0.6272], [0.5077, 0.2574, -0.4460], [-0.5885, -0.2418, 0.0773], [0.7621, -0.0277, 0.1458], [-0.2611, 0.2261, -0.3696], [0.0279, 0.0455, -0.0260], [-0.9117, -0.3267, -0.2155], [0.3208, -0.2380, -0.1717], [-0.0291, 0.0054, 0.1575], [0.7893, 0.0804, -0.3194], [-0.9771, -0.1998, 0.1757], [0.3827, 0.0136, 0.1207], [0.0620, 0.0133, -0.0248], [0.3642, 0.1277, 0.1972], [-0.0573, -0.0341, -0.0372], [0.0040, -0.0292, 0.0351], [0.0146, 0.0135, -0.0864], [-0.1511, -0.4829, 0.2667], [0.1768, 0.7117, -0.0655], [-0.2940, 0.2579, -0.0193], [0.0482, -0.0391, -0.1956], [-0.0009, 0.0333, -0.0587], [-0.0574, 0.0156, 0.1626], [-0.0065, -0.0306, -0.0534], [-0.0341, 0.0017, -0.0908], [0.0278, 0.0894, 0.0718], [0.0411, 0.0466, 0.0140], [0.0935, -0.0743, 0.0290], [0.0579, -0.0407, -0.0239], [0.0209, -0.0239, 0.0402], [0.0419, 0.0724, -0.0419], [-0.0489, 0.0339, 0.0223], [-0.0684, 0.0581, 0.0511], [-0.0638, -0.0365, -0.0668], [0.0447, -0.0129, 0.1354], [0.1615, 0.0056, 0.0781], [0.0258, 0.0085, 0.1177], [-0.0917, -0.0127, -0.1340], [-0.0618, 0.0459, 0.1383], [0.0059, -0.0407, -0.0973], [0.0332, 0.0401, 0.0183], [-0.0587, 0.0415, 0.0601]],
  "relative_energy_kj_mol": 59.0,
  "multiplicity": 1,
  "smiles": "COC/C=C/C1=CC2=CC(=O)[C@@](C)(OC(=O)C3CCCC3)C(=O)C2=CO1",
  "energy_ha": -1226.7076,
  "lumo_energy_ev": -0.61,
  "fmax_ev_per_a": 1.0,
  "e_homo_ev": -8.28
}